1.
# C28H28BF6N4O2P2S3

A 2-piece molecular cluster, C28H28BF6N4O2P2S3 overall (the ωB97M-V functional and the def2-TZVPD basis, the OMol25 dataset).

Summary:
Charge   -1
LUMO   1.596 eV

Atoms and positions in Å:
1 N 3.83 3.75 1.34
2 B 4.97 3.12 0.70
3 O 5.62 3.78 -0.32
4 C 5.56 1.71 1.10
5 C 6.54 1.67 2.08
6 C 7.08 0.45 2.46
7 C 6.68 -0.75 1.87
8 P 7.54 -2.25 2.53
9 N 6.50 -3.59 2.36
10 O 7.42 -1.94 4.15
11 C 5.71 -0.72 0.85
12 C 5.17 0.51 0.49
13 S 3.95 0.62 -0.80
14 C 3.24 -1.00 -0.72
15 C 1.91 -1.17 -1.16
16 C 1.12 0.03 -1.65
17 C -0.33 -0.24 -1.98
18 C -1.18 -0.51 -0.74
19 S -2.92 -0.54 -1.20
20 C -3.78 0.30 0.06
21 S -3.08 1.35 1.08
22 N -5.16 -0.08 0.01
23 C -6.07 1.06 -0.02
24 C -6.35 1.85 1.08
25 C -7.25 2.91 1.01
26 C -7.89 3.17 -0.20
27 C -7.61 2.38 -1.30
28 C -6.71 1.33 -1.22
29 C -5.56 -1.04 1.01
30 C -4.75 -1.51 2.03
31 C -5.27 -2.42 2.94
32 C -6.57 -2.89 2.86
33 C -7.37 -2.45 1.81
34 C -6.86 -1.54 0.90
35 C 1.39 -2.46 -1.12
36 C 2.13 -3.54 -0.65
37 C 3.42 -3.32 -0.20
38 C 3.99 -2.06 -0.24
39 N 5.36 -1.94 0.19
40 H 3.41 3.13 2.03
41 H 4.10 4.61 1.80
42 H 5.42 4.73 -0.29
43 H 6.88 2.58 2.55
44 H 7.84 0.43 3.23
45 H 5.51 -3.35 2.40
46 H 6.66 -3.97 1.44
47 H 6.49 -1.80 4.37
48 H 1.61 0.48 -2.51
49 H 1.18 0.79 -0.87
50 H -0.44 -1.05 -2.71
51 H -0.72 0.65 -2.46
52 H -0.96 0.26 -0.01
53 H -0.96 -1.47 -0.28
54 H -5.87 1.65 2.03
55 H -7.41 3.51 1.89
56 H -8.61 3.98 -0.26
57 H -8.13 2.59 -2.22
58 H -6.51 0.72 -2.09
59 H -3.73 -1.17 2.13
60 H -4.65 -2.78 3.75
61 H -6.98 -3.59 3.57
62 H -8.39 -2.77 1.68
63 H -7.48 -1.21 0.08
64 H 0.40 -2.66 -1.48
65 H 1.68 -4.52 -0.65
66 H 4.01 -4.16 0.15
67 H 5.97 -2.07 -0.60
68 F 1.55 2.14 -3.97
69 P 0.76 2.06 -5.44
70 F 0.16 0.64 -4.86
71 F -0.51 2.73 -4.60
72 F 0.60 1.21 -6.85
73 F 2.32 2.29 -5.93
74 F 0.42 3.37 -6.39

---

2.
# C9H13ClN5O6STc

C9H13ClN5O6STc as an isolated structure (the ωB97M-V functional and the def2-TZVPD basis, the OMol25 dataset).

Summary:
2S+1   2
Charge   +1
<S²>   0.771
LUMO (alpha / beta)   -6.391 / -6.203 eV

Atoms and positions in Å:
1 Tc 0.19 -0.25 0.93
2 C 0.60 1.06 -3.19
3 C 0.18 0.67 -1.81
4 N 0.90 0.05 -0.92
5 N 2.19 -0.30 -1.26
6 C 3.02 -0.75 -0.31
7 N 4.26 -1.03 -0.68
8 S 2.51 -0.98 1.29
9 C -1.15 1.00 -1.31
10 C -2.11 1.67 -2.04
11 C -3.33 1.94 -1.46
12 C -3.57 1.53 -0.16
13 C -2.58 0.87 0.53
14 N -1.38 0.61 -0.03
15 H 1.65 0.91 -3.40
16 H 0.39 2.13 -3.34
17 H 0.02 0.51 -3.93
18 H 2.49 -0.19 -2.21
19 H 4.61 -0.89 -1.61
20 H 4.91 -1.34 0.03
21 H -1.91 1.95 -3.07
22 H -4.10 2.47 -2.02
23 H -4.52 1.72 0.33
24 H -2.72 0.54 1.55
25 O 0.92 0.86 4.42
26 Cl 0.01 1.17 3.37
27 O -1.02 2.07 3.74
28 O -0.63 -0.13 2.87
29 O 0.73 1.64 2.16
30 C -0.48 -2.17 0.37
31 H -1.24 -2.46 1.12
32 H 0.33 -2.89 0.43
33 H -0.94 -2.24 -0.62
34 O 0.38 -4.33 3.40
35 N 0.48 -3.20 3.71
36 O 0.94 -2.23 3.17

---

3.
# C2H7N3O

A single C2H7N3O molecule (the ωB97M-V functional and the def2-TZVPD basis, the OMol25 dataset).

Summary:
ΔE to the lowest compared entry with this formula, charge and spin   599.8 kJ/mol
Charge   0
LUMO (alpha / beta)   0.214 / 0.537 eV

Atoms and positions in Å:
1 C 0.25 -0.25 0.97
2 N 0.93 0.44 -0.24
3 N 2.21 0.18 -0.28
4 C -1.52 0.43 -0.26
5 O -2.05 -0.91 -0.35
6 N -0.74 0.74 0.84
7 H -2.39 -1.02 -1.25
8 H -0.67 0.46 -1.09
9 H 2.83 0.96 -0.46
10 H 2.55 -0.75 -0.03
11 H 0.07 -1.31 0.73
12 H 0.85 -0.12 1.87
13 H -2.32 1.16 -0.45

---

4.
# C14H16

A 2-piece molecular cluster, C14H16 overall (the ωB97M-V functional and the def2-TZVPD basis, the OMol25 dataset).

Summary:
2S+1   2
ΔE to the lowest compared entry with this formula, charge and spin   142.5 kJ/mol
Charge   -1
<S²>   0.751
LUMO (alpha / beta)   3.520 / 3.549 eV

Atoms and positions in Å:
1 C 1.00 3.75 2.78
2 C 1.71 -0.07 0.89
3 C 2.75 0.84 1.18
4 C 0.48 0.12 1.56
5 C 2.42 1.99 1.86
6 C 0.13 1.37 2.03
7 C 1.11 2.37 2.28
8 H 1.74 -0.92 0.24
9 H 3.72 0.70 0.77
10 H -0.21 -0.73 1.72
11 H 3.20 2.78 1.95
12 H -0.89 1.42 2.40
13 H 0.24 4.30 2.24
14 H 1.95 4.30 2.85
15 H 0.61 3.81 3.82
16 C -1.54 -3.28 -0.29
17 C -1.08 -0.35 -3.47
18 C -2.32 -0.83 -3.19
19 C 0.00 -0.63 -2.58
20 C -2.51 -1.75 -2.10
21 C -0.17 -1.63 -1.68
22 C -1.43 -2.26 -1.42
23 H -0.81 0.35 -4.27
24 H -3.23 -0.77 -3.81
25 H 0.97 -0.07 -2.60
26 H -3.59 -1.93 -2.00
27 H 0.58 -2.04 -1.02
28 H -1.77 -3.06 0.75
29 H -0.63 -3.89 -0.30
30 H -2.41 -3.88 -0.58

---

5.
# C15H20CsF5GeIOSeTe

C15H20CsF5GeIOSeTe as an isolated structure (the ωB97M-V functional and the def2-TZVPD basis, the OMol25 dataset).

Summary:
ΔE to the lowest compared entry with this formula, charge and spin   0.0 kJ/mol
Charge   -1
LUMO   2.058 eV

Atoms and positions in Å:
1 Cs -1.37 0.59 -0.88
2 I 0.87 -2.35 0.17
3 C 0.00 -2.92 2.00
4 C 0.28 -4.17 2.46
5 C -0.28 -4.59 3.69
6 C -1.10 -3.75 4.38
7 C -1.40 -2.45 3.90
8 C -2.25 -1.58 4.62
9 C -2.54 -0.35 4.12
10 C -1.99 0.08 2.89
11 C -1.12 -0.68 2.12
12 C -0.84 -1.98 2.67
13 H 0.92 -4.83 1.90
14 H -0.07 -5.58 4.06
15 H -1.54 -4.06 5.32
16 H -2.68 -1.92 5.56
17 H -3.20 0.31 4.67
18 H -2.25 1.09 2.55
19 C 5.39 5.18 -0.13
20 Ge 4.06 3.79 -0.53
21 C 3.07 4.26 -2.14
22 C 4.98 2.08 -0.77
23 C 2.80 3.68 0.97
24 Se 1.55 2.19 0.77
25 C 2.55 0.88 1.77
26 H 6.10 5.29 -0.95
27 H 5.95 4.93 0.77
28 H 4.90 6.15 0.02
29 H 3.74 4.31 -3.00
30 H 2.59 5.23 -2.03
31 H 2.30 3.51 -2.35
32 H 5.67 2.14 -1.60
33 H 4.25 1.29 -0.98
34 H 5.54 1.80 0.13
35 H 2.21 4.60 1.03
36 H 3.31 3.56 1.93
37 H 3.49 0.66 1.29
38 H 1.92 -0.02 1.80
39 H 2.70 1.24 2.79
40 F -2.83 3.30 -3.56
41 Te -2.25 1.84 -4.60
42 F -1.98 0.46 -5.84
43 F -3.67 2.31 -5.72
44 F -3.56 0.79 -3.74
45 F -1.25 3.01 -5.68
46 O -0.93 1.38 -3.50

---

6.
# C4H6N2S2

A 2-piece molecular cluster, C4H6N2S2 overall (the ωB97M-V functional and the def2-TZVPD basis, the OMol25 dataset).

Summary:
ΔE to the lowest compared entry with this formula, charge and spin   429.2 kJ/mol
Charge   0
LUMO   -0.422 eV

Atoms and positions in Å:
1 C -1.41 0.16 -0.08
2 C -0.52 -0.53 0.70
3 C 1.47 0.15 -0.21
4 C -0.52 -0.92 -0.73
5 H -0.06 2.10 0.98
6 H -2.44 -0.04 0.01
7 H -0.68 -1.28 1.41
8 H 0.95 0.72 1.85
9 H 1.07 -0.98 -2.17
10 H -1.02 -1.91 -0.81
11 N 0.76 0.20 0.94
12 N 0.76 -0.55 -1.15
13 S -1.22 1.89 -0.49
14 S 2.86 0.99 -0.26

---

F_max list, top to bottom, in eV/A: 1.20; 2.57; 2.56; 2.76; 0.48; 5.91